1.
Density functional theory data (ωB97M-V/def2-TZVPD) for a molecular structure, C34H35BrN6PdSSb in a non-equilibrium geometry.

Computed properties:
Energy above the lowest of the compared OMol25 structures with the same formula, charge and spin, kJ/mol: 41.71
<S²>: 6.057
HOMO (alpha / beta), eV: -15.97 / -16.46
Maximum force, hartree/bohr: 0.0271
2S+1: 5
Charge: +3

The geometry in XYZ format:
```
79
Properties=species:S:1:pos:R:3:forces:R:3
Pd -0.27781 0.91988 0.09655 0.51 -0.75 1.05
C 0.45939 -2.84775 4.41848 0.02 0.00 -0.09
C -0.29627 -2.44198 3.18168 0.08 -0.02 0.08
C -1.53694 -2.97961 2.85465 -0.10 -0.07 -0.01
C -2.22861 -2.53772 1.73574 -0.02 -0.07 0.00
C -1.63352 -1.55403 0.98097 0.09 0.04 0.03
Br -2.54303 -0.70567 -0.44656 -0.28 -0.08 0.00
N -0.42659 -1.05421 1.22581 -0.29 0.25 -0.08
C 0.22133 -1.48975 2.31588 0.17 -0.03 -0.17
H -0.14007 -3.50290 5.04678 0.00 0.01 -0.02
H 0.73166 -1.97110 5.00816 -0.02 -0.02 -0.01
H 1.37979 -3.37698 4.16478 -0.04 0.00 -0.02
H -1.97852 -3.74153 3.48617 0.00 0.03 -0.01
H -3.20104 -2.92899 1.47064 0.01 0.02 0.04
H 1.20608 -1.07059 2.49019 -0.02 0.09 0.02
C 2.63601 1.15132 4.16513 0.26 -0.01 -0.03
C 3.94572 1.05785 3.42034 -0.13 0.00 0.07
C 5.13077 0.90394 4.13666 0.11 -0.03 0.13
C 6.35442 0.77482 3.49845 -0.02 0.01 0.08
C 6.42905 0.79387 2.11106 0.06 -0.01 -0.01
C 5.27190 0.95049 1.37255 -0.14 0.04 0.12
C 4.04775 1.10336 2.03369 -0.17 -0.21 -0.31
Sb 2.32276 1.49414 0.85371 0.05 0.29 -0.57
C 3.25741 1.01146 -1.06562 0.28 0.55 0.07
C 3.08475 -0.29031 -1.46574 0.23 0.25 -0.12
C 3.87440 -0.80407 -2.50218 0.28 0.15 -0.27
C 4.81057 0.02932 -3.20955 -0.27 -0.43 0.10
C 4.95824 1.33537 -2.86569 -0.13 0.09 0.08
C 4.18516 1.88301 -1.80806 -0.18 -0.38 0.10
C 4.33338 3.30671 -1.46725 0.13 0.03 -0.01
C 2.10007 3.59052 1.09120 0.09 -0.19 0.00
C 2.83279 4.18545 2.11419 0.00 0.08 -0.05
C 2.59426 5.51079 2.45890 0.04 0.01 0.03
C 1.62163 6.22908 1.78384 -0.03 -0.02 -0.02
C 0.89902 5.63183 0.75509 -0.02 0.07 -0.02
C 1.12508 4.31059 0.39089 -0.11 0.02 -0.03
C 0.34234 3.71158 -0.74446 0.23 0.02 0.00
H 2.67882 1.91559 4.94064 -0.01 0.05 -0.02
H 2.41625 0.20725 4.66550 -0.03 -0.04 -0.01
H 1.79289 1.39092 3.51314 -0.05 0.03 0.00
H 5.08245 0.88272 5.22000 0.05 -0.02 -0.04
H 7.25631 0.65114 4.08443 -0.04 0.01 0.00
H 7.38137 0.68889 1.60686 -0.02 -0.01 0.05
H 5.34067 0.95040 0.29066 -0.01 0.01 0.06
H 2.39571 -0.94316 -0.94551 -0.01 -0.08 0.03
H 3.80448 -1.85591 -2.75834 0.04 0.04 -0.04
H 5.38973 -0.38674 -4.02413 -0.03 -0.09 0.03
H 5.64559 1.97047 -3.41130 -0.03 0.02 0.07
H 5.13933 3.77301 -2.02926 -0.03 0.01 0.01
H 4.52381 3.42241 -0.39388 -0.07 0.04 0.00
H 3.40442 3.85344 -1.67299 -0.03 -0.03 0.08
H 3.60154 3.62984 2.63754 -0.02 0.00 0.03
H 3.16770 5.97533 3.25148 -0.02 -0.02 -0.03
H 1.42479 7.25922 2.05233 0.01 -0.02 -0.03
H 0.15240 6.20834 0.21823 0.05 -0.02 0.04
H -0.40964 4.39335 -1.13557 -0.01 0.00 0.00
H -0.21839 2.81350 -0.41302 -0.15 0.31 -0.03
H 0.97421 3.38892 -1.57433 0.02 0.01 -0.02
S -0.77074 1.83868 2.37347 -0.08 0.03 -0.38
C -1.74983 3.22279 2.29658 -0.04 -0.11 -0.13
C -2.50908 3.56001 1.14299 0.05 0.06 0.22
C -3.31033 4.67186 1.15821 0.00 0.01 -0.03
C -3.37427 5.47141 2.30849 -0.03 0.04 0.03
C -2.63265 5.15426 3.44913 0.00 0.02 0.01
C -1.82980 4.03927 3.45648 -0.03 0.00 -0.01
H -2.47571 2.91149 0.28024 0.00 -0.05 -0.10
H -3.90534 4.93028 0.29179 0.00 -0.02 0.03
H -4.02074 6.34073 2.31838 0.03 -0.03 -0.01
H -2.70127 5.77908 4.32961 0.00 -0.01 -0.02
H -1.25415 3.77537 4.33483 -0.02 -0.02 -0.03
N -2.21651 1.97830 -4.55318 0.28 0.31 0.00
N -1.31274 1.26163 -3.82430 -0.19 0.01 -0.05
N -0.53073 0.36992 -4.38280 -0.01 0.07 0.21
C 0.22738 0.01460 -3.35559 0.35 -0.20 0.13
N -0.08767 0.67459 -2.23729 -0.46 0.22 -0.05
N -1.09864 1.48693 -2.56657 0.16 -0.07 -0.22
H -2.33102 1.56808 -5.46928 -0.07 -0.12 -0.02
H -3.06843 2.15593 -4.04335 -0.10 -0.13 0.05
H 1.00794 -0.72391 -3.44156 -0.10 0.03 0.04
```
Forces are in eV/Å.

***

2.
Density functional theory data (ωB97M-V/def2-TZVPD) for a molecular structure, C36H78Br18Cl6N4 in a non-equilibrium geometry.

Computed properties:
HOMO, eV: -8.07
Maximum force, hartree/bohr: 0.0589
Charge: 0

The geometry in XYZ format:
```
142
Properties=species:S:1:pos:R:3:forces:R:3
C 3.57128 1.70140 3.59138 0.19 -0.17 1.42
Br 2.10657 1.09349 4.68520 0.13 -0.09 0.34
Br 4.80687 0.29605 3.22189 0.31 0.05 0.09
Br 4.33639 3.36740 4.20563 0.02 -0.39 0.02
H 3.09926 1.91790 2.70229 -0.73 0.52 -1.96
C 0.07350 4.75935 5.62717 0.30 0.84 0.20
Br -1.51047 5.41675 6.54576 0.38 -0.17 0.39
Br 1.07186 6.32039 4.94251 0.02 -0.47 0.46
Br -0.54721 3.80383 4.11456 0.19 -0.60 -0.06
H 0.74639 4.17357 6.30587 -0.85 0.55 -0.78
C 3.53594 2.81377 -1.78773 -0.25 -0.06 -0.58
Br 2.66664 3.76729 -3.26024 0.16 -0.14 0.41
Br 3.13283 0.91588 -1.92363 0.37 0.51 0.17
Br 3.02241 3.45749 -0.07847 -0.16 0.32 0.29
H 4.59161 3.03571 -1.90200 -0.07 -0.48 -0.04
C -5.38470 2.66673 -1.01075 -0.44 -2.42 -0.15
Br -6.54808 1.34277 0.01670 0.84 1.00 -0.61
Br -6.42867 3.90375 -1.92044 -0.39 0.65 -0.27
Br -4.22954 1.65273 -2.24010 -0.27 0.29 0.43
H -4.73570 3.10694 -0.30064 0.34 0.47 0.64
C 2.98709 -3.55061 -3.03363 -0.67 -1.65 0.90
Br 3.02474 -4.91699 -4.46614 -0.32 0.74 0.63
Br 1.15448 -3.31759 -2.19040 1.15 0.16 -0.91
Br 3.90993 -1.99922 -3.53340 -0.13 0.24 -0.03
H 3.50085 -4.02581 -2.19146 -0.02 0.32 -0.45
C -0.73337 1.63778 -4.84811 -2.08 -0.25 1.16
Br -2.05360 1.19906 -6.19273 0.04 0.27 0.21
Br -0.56372 0.12075 -3.62362 0.03 0.61 -0.13
Br -1.03085 3.36261 -3.97633 -0.10 -0.81 -0.21
H 0.15275 1.72782 -5.35614 2.11 0.13 -0.97
Cl 5.92566 -2.79960 6.26321 1.95 -0.56 0.25
C 4.30813 -2.41534 5.85652 -1.52 1.63 0.82
C 3.42992 -2.99189 6.93011 0.10 -0.36 0.74
Cl 1.74097 -2.35743 6.86710 0.41 -0.46 -0.30
H 4.09570 -2.82319 4.88376 -0.30 0.41 -0.39
H 4.19770 -1.32144 6.03195 0.07 -0.59 -1.21
H 3.82046 -2.61181 7.88008 -0.15 -0.40 -0.10
H 3.50205 -4.08885 6.89867 -0.62 0.34 0.19
Cl 4.34500 -2.51841 0.35773 0.10 0.14 -0.46
C 3.71390 -3.10528 1.87606 -1.21 -1.11 1.60
C 3.02894 -4.49681 1.76007 0.26 1.25 0.76
Cl 2.74286 -5.01566 3.48356 0.06 -0.01 -0.33
H 2.85406 -2.49756 2.22846 1.07 0.38 -0.15
H 4.51349 -3.18941 2.64619 -0.45 0.42 -0.73
H 3.72176 -5.21717 1.32483 -0.68 -0.12 -0.30
H 2.00830 -4.32305 1.37385 0.76 -0.88 -0.47
Cl -0.12147 2.51241 1.36912 -0.40 -0.57 -0.69
C -0.58134 1.33558 0.06874 -0.56 0.88 -0.84
C -0.86326 -0.02814 0.57841 -0.58 -0.39 1.72
Cl 0.63827 -0.70588 1.31803 0.23 -0.41 -0.58
H 0.23216 1.29362 -0.62290 0.80 0.13 -0.33
H -1.42356 1.74057 -0.53441 0.25 -0.14 0.76
H -1.35686 -0.69449 -0.16150 0.72 0.35 0.41
H -1.45664 0.01766 1.50446 -0.49 0.03 -0.67
C 1.48591 -7.90310 1.70965 1.67 -0.91 1.21
C 0.24706 -7.11439 1.80342 -1.41 0.28 0.24
N -0.00833 -6.15133 0.74536 -0.35 0.38 -0.68
C 0.10061 -6.75426 -0.55535 0.26 -0.36 -1.23
C -0.88529 -7.87622 -0.87873 -0.38 0.44 -0.17
C -1.30695 -5.44984 0.93621 0.71 -1.40 1.02
C -1.04060 -4.14958 1.67006 1.49 -1.12 0.85
H 2.42367 -7.33681 1.56460 -0.57 -0.15 -0.45
H 1.40828 -8.78710 1.09400 0.19 0.05 -0.72
H 1.63719 -8.33895 2.71228 -0.05 0.09 -0.16
H -0.59063 -7.83216 1.95932 0.04 0.17 -0.40
H 0.27480 -6.60135 2.74195 0.00 0.76 0.57
H -0.01928 -5.99356 -1.35093 0.17 -0.12 0.53
H 1.10759 -7.14724 -0.64085 0.34 0.02 -0.21
H -1.87864 -7.46150 -0.73923 -0.40 -0.28 0.15
H -0.85046 -8.19716 -1.91644 0.29 0.14 -0.21
H -0.76321 -8.76978 -0.28919 0.01 -0.23 0.47
H -1.88270 -6.21623 1.49683 -0.48 0.91 0.12
H -1.86903 -5.27625 0.01882 0.39 -0.03 -0.29
H -0.42350 -4.38875 2.62874 -0.69 0.67 -1.78
H -1.95514 -3.75030 2.02574 -0.93 0.87 0.19
H -0.51462 -3.48493 0.94632 -0.25 -0.17 0.95
C 2.84465 0.49891 -5.65318 1.10 -0.76 -0.76
C 3.60591 -0.35906 -6.76308 -1.89 -0.91 0.33
N 3.18663 -0.03436 -8.13267 1.39 0.03 0.09
C 1.82098 -0.13415 -8.46544 -2.60 -0.94 1.22
C 1.27265 -1.64064 -8.35326 -0.01 1.71 -1.47
C 3.92030 1.07957 -8.70451 0.96 -0.10 0.09
C 5.36645 0.65352 -9.10363 -1.18 -0.24 0.83
H 3.28205 0.55340 -4.63468 0.05 -0.02 -0.97
H 1.83580 0.12521 -5.52345 -0.22 -0.18 -0.08
H 2.79830 1.46830 -6.11387 -0.17 0.87 0.28
H 4.68065 -0.28112 -6.75863 0.34 0.19 0.38
H 3.34735 -1.43720 -6.62947 0.44 0.74 0.21
H 1.15185 0.53488 -7.83702 0.45 -0.48 -0.32
H 1.62775 0.19193 -9.48359 0.30 0.03 -0.16
H 1.64216 -2.12770 -9.26344 -0.13 -0.22 0.27
H 1.65433 -2.16091 -7.51028 0.32 -0.35 0.82
H 0.16689 -1.70972 -8.34160 0.59 0.28 -0.02
H 4.00208 1.91788 -7.98168 -0.37 0.09 -0.54
H 3.42918 1.35854 -9.64393 -0.10 0.30 0.44
H 5.26510 -0.39766 -9.33557 0.39 -0.21 -0.57
H 6.11308 0.75146 -8.33870 0.14 0.00 0.81
H 5.73979 1.26251 -9.88871 0.17 0.29 -1.10
C -3.48824 9.07916 -0.36007 0.89 1.44 -2.39
C -3.11446 8.13244 0.70804 0.42 -0.83 0.73
N -2.75889 6.81610 0.18586 0.03 -0.65 0.44
C -1.45186 6.83206 -0.47672 1.13 -0.24 0.83
C -1.14804 5.66756 -1.43164 -1.13 0.05 1.81
C -2.89577 5.83055 1.27410 0.90 0.26 1.13
C -4.35382 5.31241 1.37595 2.34 0.33 0.38
H -2.64652 9.59878 -0.95524 -0.69 -1.25 1.05
H -4.01098 9.94288 -0.03957 -0.84 0.71 0.80
H -4.08904 8.60276 -1.11821 -0.38 -0.28 -0.22
H -2.22159 8.53674 1.19979 -0.14 0.07 0.70
H -3.92944 7.92196 1.45404 0.71 0.77 -0.72
H -1.41118 7.72398 -1.06539 -0.09 0.67 -0.39
H -0.60619 6.94904 0.25833 -0.58 -0.16 -0.21
H -1.06135 4.72123 -0.89337 -0.35 -0.10 -0.10
H -1.95648 5.68800 -2.12298 -0.74 -0.58 -0.75
H -0.24633 5.76144 -1.96299 1.33 0.57 -0.59
H -2.45606 6.19714 2.32708 -0.90 -0.49 -2.06
H -2.28135 4.99327 0.99583 0.44 -0.50 -0.02
H -4.36691 4.41635 2.00860 -0.26 0.04 -0.41
H -4.58968 5.21107 0.33293 -0.86 -0.46 -0.26
H -4.90096 6.08597 1.84615 -1.17 0.57 0.31
C -4.54468 -1.22437 2.10188 1.07 -2.65 -0.06
C -4.63264 -0.75754 3.50688 -0.86 -0.64 0.64
N -3.32738 -0.47748 4.03027 1.63 0.87 0.75
C -3.32354 0.75625 4.80293 -0.61 -0.36 1.31
C -3.67469 1.98529 4.01547 0.91 -0.36 -2.28
C -2.80338 -1.57358 4.86170 0.29 0.48 -1.32
C -1.29094 -1.49800 5.06859 0.12 -0.36 -1.28
H -3.66146 -1.89377 1.90585 -0.50 0.58 0.59
H -4.42188 -0.43359 1.44811 -0.01 1.66 -1.52
H -5.36654 -1.86318 1.83511 -0.78 0.08 -0.35
H -5.30003 0.11029 3.56490 0.25 -0.08 0.01
H -5.13884 -1.53750 4.10770 0.12 0.19 0.08
H -4.13040 0.58926 5.52632 -0.01 0.37 0.74
H -2.38277 0.89788 5.41365 -0.86 -0.21 -1.05
H -3.30573 2.84607 4.54001 -0.33 0.65 0.18
H -3.05709 1.90385 3.06434 -0.57 0.37 0.82
H -4.72865 2.06909 3.66327 0.70 0.03 0.67
H -3.11537 -2.43806 4.29108 0.35 -0.72 0.17
H -3.28761 -1.61139 5.83015 -0.44 0.01 0.48
H -0.72389 -1.40970 4.09431 -0.68 -0.14 0.94
H -0.95864 -2.39752 5.58382 0.12 -0.02 0.03
H -1.03102 -0.64542 5.67582 0.17 0.26 0.26
```
Forces are in eV/Å.

***

3.
Density functional theory data (ωB97M-V/def2-TZVPD) for 2 unconnected molecules or ions with the total composition C18H17F2 in a non-equilibrium geometry.

Computed properties:
Energy above the lowest of the compared OMol25 structures with the same formula, charge and spin, kJ/mol: 0.00
HOMO, eV: -11.10
Maximum force, hartree/bohr: 0.0311
Charge: +1

The geometry in XYZ format:
```
37
Properties=species:S:1:pos:R:3:forces:R:3
C -5.24840 -0.08945 -1.70275 -0.75 -0.05 -0.02
C -3.92111 0.56751 -1.71613 0.39 -0.10 0.04
C -2.77778 -0.11068 -1.74975 -0.19 0.41 0.06
C -1.47906 0.52994 -1.77151 0.03 -0.18 0.02
C -0.33618 -0.13691 -1.84964 0.19 0.03 0.17
H -6.07218 0.62842 -1.70540 0.14 -0.07 0.00
H -5.37659 -0.73269 -2.57488 0.00 -0.01 0.01
H -5.36717 -0.71702 -0.81805 -0.02 -0.02 0.01
H -3.86844 1.64355 -1.69902 -0.07 0.32 -0.01
H -2.81614 -1.18537 -1.76881 0.12 -0.43 -0.05
H -1.45945 1.60617 -1.73403 -0.07 0.35 -0.01
H 0.61691 0.35707 -1.87413 0.27 0.22 -0.07
H -0.32733 -1.20737 -1.89732 0.01 -0.49 -0.08
F 4.36561 -4.33663 -0.65718 -0.94 1.17 0.56
C 3.54303 -3.38083 -0.17411 0.06 -0.35 -0.05
C 2.38552 -3.73350 0.50147 0.08 -0.84 -0.05
C 1.54590 -2.76721 0.98757 -0.06 0.26 0.04
C 1.81895 -1.38903 0.82339 -0.09 0.11 0.08
C 0.87495 -0.47338 1.36064 0.37 0.30 -0.30
C 0.78994 0.94320 1.42229 0.06 -0.16 0.05
C -0.34878 1.49350 2.05558 0.15 -0.23 -0.07
C -0.53300 2.84599 2.16414 -0.55 0.57 0.29
C 0.40603 3.72474 1.64804 -0.24 0.24 0.07
F 0.21475 5.05772 1.74654 0.28 -1.55 -0.13
C 1.53885 3.21577 1.02834 0.44 0.50 -0.27
C 1.73414 1.86174 0.91733 -0.09 0.12 0.07
C 3.00450 -1.06023 0.13383 0.05 -0.17 -0.04
C 3.84019 -2.03658 -0.34938 0.59 0.13 -0.36
H 2.16602 -4.78003 0.63040 -0.10 -0.16 0.06
H 0.65313 -3.05913 1.51361 -0.18 -0.12 0.09
H 0.03383 -0.96314 1.82301 -0.27 -0.15 0.15
H -1.08555 0.82514 2.46725 -0.20 -0.09 0.07
H -1.40487 3.25349 2.64761 -0.17 0.00 0.10
H 2.25282 3.91962 0.63612 0.22 0.04 -0.10
H 2.62838 1.51004 0.44561 0.16 0.16 -0.10
H 3.26598 -0.03514 -0.02916 0.20 0.06 -0.14
H 4.74257 -1.78931 -0.88151 0.16 0.17 -0.08
```
Forces are in eV/Å.